Run 1
Density functional theory data (wB97M-V/def2-TZVPD) for one molecule with the formula C3H4OS2.

Geometry as XYZ:
```
10
Properties=species:S:1:pos:R:3
C -0.728 0.527 0.961
C 0.248 0.932 -0.104
O 0.049 1.653 -1.002
C 1.737 -0.082 -0.050
S 1.424 -1.635 -0.372
S 3.155 0.727 0.533
H -0.860 1.273 1.849
H -1.733 0.567 0.395
H -0.573 -0.572 1.271
H 3.888 -0.511 0.709
```

Properties
E_LUMO in eV: -0.40
2S+1: 1
Highest occupied orbital energy in eV: -8.60

=====

Run 2
Density functional theory data (wB97M-V/def2-TZVPD) for one molecule with the formula C3H4OS2.

Geometry as XYZ:
```
10
Properties=species:S:1:pos:R:3
O 0.863 1.586 0.168
C 1.175 0.390 -0.306
S 2.682 -0.105 -0.399
C -0.052 -0.475 -0.534
C -0.935 -0.608 0.645
S -1.595 0.405 -0.689
H -0.109 1.815 -0.064
H -0.014 -1.343 -1.181
H -0.589 -0.096 1.546
H -1.428 -1.568 0.813
```

Properties
E_LUMO in eV: 0.26
2S+1: 1
Highest occupied orbital energy in eV: -8.85

=====

Run 3
Density functional theory data (wB97M-V/def2-TZVPD) for one molecule with the formula C3H4OS2.

Geometry as XYZ:
```
10
Properties=species:S:1:pos:R:3
S 3.182 -0.299 0.015
C 1.581 -0.223 0.002
O 0.885 0.931 0.080
C -0.519 0.802 -0.209
C -0.957 -0.594 0.244
S 0.480 -1.608 -0.108
H -1.004 1.593 0.312
H -0.654 0.921 -1.317
H -1.197 -0.602 1.319
H -1.797 -0.919 -0.337
```

Properties
E_LUMO in eV: 0.51
2S+1: 1
Highest occupied orbital energy in eV: -8.82

=====

It turns out run 3 is the most stable, with the second structure 0.516 eV higher.

=====

Run 1
Density functional theory data (wB97M-V/def2-TZVPD) for one molecule with the formula C7H12.

Geometry as XYZ:
```
19
Properties=species:S:1:pos:R:3
C 2.469 0.280 -0.729
C 1.104 -0.403 -0.717
C 0.248 -0.127 0.525
C -0.648 1.158 0.745
C -1.868 0.249 0.868
C -2.011 -0.499 -0.414
C -1.018 -0.976 0.613
H 2.985 0.111 -1.682
H 3.113 -0.110 0.072
H 2.362 1.362 -0.585
H 0.534 -0.118 -1.611
H 1.249 -1.494 -0.806
H 0.856 -0.133 1.430
H -0.668 1.900 -0.060
H -0.424 1.677 1.685
H -2.669 0.338 1.594
H -2.908 -1.100 -0.534
H -1.659 -0.025 -1.329
H -1.110 -1.976 1.032
```

Properties
E_LUMO in eV: 1.22
2S+1: 1
Highest occupied orbital energy in eV: -9.61

=====

Run 2
Density functional theory data (wB97M-V/def2-TZVPD) for one molecule with the formula C7H12.

Geometry as XYZ:
```
19
Properties=species:S:1:pos:R:3
C 1.162 -1.522 -2.083
C 1.298 -0.773 -0.813
C 0.383 0.407 -0.751
C -0.345 0.436 0.594
C 0.189 1.266 1.721
C -1.073 1.687 1.011
C -0.918 -0.939 0.899
H 2.161 -1.458 -2.544
H 0.384 -1.165 -2.783
H 1.034 -2.598 -1.876
H -0.102 -1.669 0.814
H 1.067 1.270 -0.847
H -0.358 0.466 -1.576
H 1.098 1.838 1.552
H 0.094 0.860 2.725
H -1.023 2.558 0.359
H -2.023 1.590 1.536
H -1.676 -1.228 0.161
H -1.353 -1.025 1.902
```

Properties
E_LUMO in eV: 0.28
2S+1: 1
Highest occupied orbital energy in eV: -8.19

=====

It turns out run 1 is the most stable, with the second structure 2.713 eV higher.

=====

Run 1
Density functional theory data (wB97M-V/def2-TZVPD) for one molecule with the formula C7H12.

Geometry as XYZ:
```
19
Properties=species:S:1:pos:R:3
C 0.616 2.411 -0.545
C -0.025 1.294 0.261
C -0.939 0.308 -0.517
C -0.163 -0.850 0.110
C -0.775 -2.025 0.804
C 0.067 -2.224 -0.430
C 0.885 0.107 0.677
H -0.133 3.133 -0.889
H 1.120 2.005 -1.432
H 1.364 2.954 0.044
H -0.547 1.709 1.131
H -2.008 0.353 -0.283
H -0.812 0.384 -1.604
H -1.850 -2.158 0.707
H -0.368 -2.337 1.763
H -0.428 -2.512 -1.355
H 1.059 -2.651 -0.300
H 1.826 0.086 0.114
H 1.113 0.014 1.745
```

Properties
E_LUMO in eV: 1.17
2S+1: 1
Highest occupied orbital energy in eV: -9.77

=====

Run 2
Density functional theory data (wB97M-V/def2-TZVPD) for one molecule with the formula C7H12.

Geometry as XYZ:
```
19
Properties=species:S:1:pos:R:3
C -0.991 2.404 -1.276
C -0.207 1.868 -0.311
C 0.515 0.537 -0.620
C 0.467 -0.190 -1.753
C 1.207 -0.056 0.734
C 0.226 -0.839 1.579
C -0.638 -1.993 0.830
H -0.931 1.913 -2.265
H -1.343 3.459 -1.219
H -0.384 2.412 0.627
H 1.089 -1.111 -1.865
H -0.347 -0.002 -2.513
H 1.919 0.719 1.238
H 1.958 -0.907 0.408
H 0.703 -1.308 2.422
H -0.477 -0.105 2.028
H -1.283 -1.529 -0.040
H -0.068 -2.860 0.563
H -1.414 -2.413 1.432
```

Properties
E_LUMO in eV: 0.76
2S+1: 1
Highest occupied orbital energy in eV: -8.80

=====

Run 3
Density functional theory data (wB97M-V/def2-TZVPD) for one molecule with the formula C7H12.

Geometry as XYZ:
```
19
Properties=species:S:1:pos:R:3
C 2.487 0.576 0.458
C 1.180 -0.199 0.599
C -0.105 0.663 0.557
C -1.204 -0.313 0.113
C -2.364 0.307 -0.663
C -0.372 -1.342 -0.667
C 1.017 -1.391 -0.324
H 2.516 1.103 -0.504
H 2.594 1.325 1.251
H 3.348 -0.099 0.493
H 1.205 -0.743 1.564
H -0.324 1.165 1.508
H 0.012 1.450 -0.204
H -1.610 -0.835 0.997
H -1.995 0.823 -1.558
H -2.907 1.040 -0.056
H -3.084 -0.455 -0.988
H -0.872 -2.185 -1.153
H 0.260 -0.889 -1.546
```

Properties
E_LUMO in eV: 1.08
2S+1: 1
Highest occupied orbital energy in eV: -8.30

=====

Run 4
Density functional theory data (wB97M-V/def2-TZVPD) for one molecule with the formula C7H12.

Geometry as XYZ:
```
19
Properties=species:S:1:pos:R:3
C 0.903 0.796 -1.624
C -0.117 1.297 -0.629
C -1.192 0.422 -0.037
C -1.046 -1.092 -0.162
C -0.012 -1.503 0.913
C 0.793 -0.231 1.272
C -0.077 0.944 0.836
H 0.498 0.816 -2.642
H 1.801 1.424 -1.608
H 1.216 -0.232 -1.417
H -0.440 2.319 -0.827
H -2.194 0.837 0.042
H -2.008 -1.588 0.003
H -0.717 -1.379 -1.168
H -0.546 -1.849 1.805
H 0.633 -2.323 0.579
H 1.766 -0.217 0.765
H 1.002 -0.181 2.345
H -0.265 1.740 1.553
```

Properties
E_LUMO in eV: 1.15
2S+1: 1
Highest occupied orbital energy in eV: -9.70

=====

It turns out run 4 is the most stable, with the second structure 0.767 eV higher.